Arrangement a

Here is one molecule with the formula C21H24N2O4 from the Open Molecules 2025 dataset. Energies are from the ωB97M-V functional and the def2-TZVPD basis.

Values from the calculation:
HOMO-LUMO gap	8.773	eV
structure (SMILES)	CCCOC(=O)c1ccc(OC[C@@H](O)Cn2c(C)nc3ccccc32)cc1
HOMO energy	-8.1761	eV

Structure (ORCA input):
```
! RIJCOSX wB97M-V def2-TZVPD def2/J DEFGRID3
* xyz 0 1
C -0.58 0.05 5.30
C 0.69 0.82 5.61
C 1.94 0.13 5.05
O 1.93 0.14 3.63
C 1.63 -1.01 3.00
O 1.45 -2.06 3.56
C 1.55 -0.83 1.53
C 1.04 -1.87 0.76
C 0.89 -1.72 -0.60
C 1.24 -0.52 -1.21
O 1.00 -0.46 -2.55
C 1.06 0.76 -3.26
C -0.04 0.71 -4.33
O -0.03 -0.53 -4.97
C -1.44 1.06 -3.75
N -1.70 0.48 -2.46
C -2.18 -0.78 -2.19
C -2.65 -1.72 -3.24
N -2.24 -1.04 -0.91
C -1.78 0.09 -0.28
C -1.63 0.35 1.08
C -1.15 1.60 1.43
C -0.84 2.56 0.47
C -0.98 2.32 -0.88
C -1.45 1.06 -1.24
C 1.81 0.50 -0.46
C 1.95 0.35 0.91
H -0.53 -0.95 5.71
H -1.45 0.56 5.71
H -0.72 -0.04 4.22
H 0.63 1.83 5.18
H 0.82 0.92 6.69
H 1.98 -0.91 5.40
H 2.84 0.66 5.36
H 0.75 -2.78 1.25
H 0.46 -2.51 -1.20
H 2.05 0.86 -3.73
H 0.90 1.62 -2.60
H 0.18 1.46 -5.11
H 0.22 -1.19 -4.31
H -1.52 2.14 -3.65
H -2.19 0.71 -4.47
H -1.96 -1.76 -4.08
H -2.76 -2.70 -2.81
H -3.62 -1.39 -3.62
H -1.88 -0.39 1.81
H -1.01 1.84 2.48
H -0.48 3.53 0.80
H -0.75 3.08 -1.61
H 2.14 1.42 -0.92
H 2.37 1.15 1.50
*
```

---

Arrangement b

Here is one molecule with the formula C21H24N2O4 from the Open Molecules 2025 dataset. Energies are from the ωB97M-V functional and the def2-TZVPD basis.

Values from the calculation:
HOMO-LUMO gap	8.404	eV
structure (SMILES)	COc1ccc([C@@H]2CCCN2C(=O)Nc2cccc(C(C)=O)c2)cc1OC
HOMO energy	-8.0662	eV

Structure (ORCA input):
```
! RIJCOSX wB97M-V def2-TZVPD def2/J DEFGRID3
* xyz 0 1
C -2.10 1.92 3.13
O -2.06 0.71 2.40
C -1.70 0.75 1.08
C -1.49 1.93 0.38
C -1.13 1.93 -0.95
C -1.00 0.73 -1.64
C -0.55 0.70 -3.08
C -1.71 0.39 -4.05
C -1.01 -0.28 -5.23
C 0.05 -1.13 -4.54
N 0.42 -0.35 -3.37
C 1.37 -0.84 -2.53
O 1.92 -1.91 -2.74
N 1.71 0.01 -1.48
C 1.97 -0.42 -0.18
C 2.44 -1.70 0.11
C 2.64 -2.07 1.43
C 2.38 -1.20 2.47
C 1.92 0.09 2.19
C 1.57 1.08 3.23
C 1.82 0.69 4.67
O 1.09 2.16 2.95
C 1.73 0.46 0.86
C -1.24 -0.45 -0.96
C -1.56 -0.47 0.39
O -1.73 -1.72 0.92
C -1.50 -1.94 2.29
H -2.35 1.63 4.15
H -1.12 2.41 3.12
H -2.87 2.59 2.75
H -1.58 2.88 0.89
H -0.95 2.87 -1.46
H -0.11 1.68 -3.34
H -2.39 -0.31 -3.57
H -2.25 1.29 -4.33
H -0.53 0.47 -5.86
H -1.69 -0.87 -5.84
H -0.36 -2.10 -4.23
H 0.93 -1.32 -5.15
H 1.31 0.93 -1.52
H 2.63 -2.39 -0.70
H 2.99 -3.07 1.64
H 2.53 -1.53 3.49
H 1.56 1.52 5.32
H 2.87 0.43 4.81
H 1.21 -0.17 4.93
H 1.36 1.46 0.66
H -1.13 -1.41 -1.45
H -0.55 -1.49 2.61
H -1.44 -3.03 2.40
H -2.31 -1.56 2.91
*
```

---

Which structure is most stable? arrangement a, by 13.6 kcal/mol over the runner-up.

---

Arrangement a

Here is a 2-piece molecular cluster, C2H6NO2 overall from the Open Molecules 2025 dataset. Energies are from the ωB97M-V functional and the def2-TZVPD basis.

Values from the calculation:
HOMO-LUMO gap	7.725	eV
HOMO energy	-3.6729	eV

Structure (ORCA input):
```
! RIJCOSX wB97M-V def2-TZVPD def2/J DEFGRID3
* xyz -1 1
C 1.42 -1.78 -1.65
O 0.45 -1.91 -0.58
H 1.79 -2.86 -1.83
H 1.03 -1.40 -2.57
H 2.30 -1.14 -1.35
C -1.03 1.21 0.80
N 0.11 0.59 0.80
O -1.37 2.41 1.01
H -1.85 0.72 0.17
H 0.39 -1.09 -0.04
H 0.59 1.03 1.59
*
```

---

Arrangement b

Here is a 2-piece molecular cluster, C2H6NO2 overall from the Open Molecules 2025 dataset. Energies are from the ωB97M-V functional and the def2-TZVPD basis.

Values from the calculation:
HOMO-LUMO gap	7.652	eV
HOMO energy	-3.5308	eV

Structure (ORCA input):
```
! RIJCOSX wB97M-V def2-TZVPD def2/J DEFGRID3
* xyz -1 1
C -1.64 2.23 0.36
O -0.26 2.00 0.63
H -2.09 3.09 0.86
H -1.73 2.36 -0.66
H -2.30 1.37 0.69
C 1.02 -1.39 -0.49
N 0.03 -0.97 0.25
O 1.25 -2.48 -0.94
H 1.79 -0.60 -0.96
H 0.03 0.98 0.54
H -0.08 -1.58 1.03
*
```

---

Which structure is most stable? arrangement a, by 8.8 kcal/mol over the runner-up.

---

Arrangement a

Here is an isolated ion of composition CH2NO2S3 and charge -1 from the Open Molecules 2025 dataset. Energies are from the ωB97M-V functional and the def2-TZVPD basis.

Values from the calculation:
HOMO-LUMO gap	7.646	eV
structure (SMILES)	O=[S@H]([O-])=NC(=S)S
HOMO energy	-4.4442	eV

Structure (ORCA input):
```
! RIJCOSX wB97M-V def2-TZVPD def2/J DEFGRID3
* xyz -1 1
O -3.01 0.25 -1.47
S -2.36 0.25 -0.15
O -3.30 0.48 0.94
N -0.96 1.13 -0.06
C 0.16 0.52 -0.08
S 0.51 -1.14 -0.11
S 1.48 1.77 -0.54
H -1.78 -1.12 -0.14
H 2.43 0.92 -0.15
*
```

---

Arrangement b

Here is CH2NO2S3 as an isolated structure from the Open Molecules 2025 dataset. Energies are from the ωB97M-V functional and the def2-TZVPD basis.

Values from the calculation:
HOMO-LUMO gap	7.522	eV
HOMO energy	-4.3522	eV

Structure (ORCA input):
```
! RIJCOSX wB97M-V def2-TZVPD def2/J DEFGRID3
* xyz -1 1
C 0.28 -0.87 -0.24
N 0.10 0.31 -0.73
O -1.71 1.08 0.94
O -0.65 2.66 -0.58
S 0.04 -1.43 1.29
S 0.92 -2.01 -1.49
S -0.55 1.45 0.19
H 0.78 -3.10 -0.73
H 0.78 1.90 1.35
*
```

---

Which structure is most stable? arrangement a, by 18.2 kcal/mol over the runner-up.

---

Arrangement a

Here is one molecule with the formula C2H8Si from the Open Molecules 2025 dataset. Energies are from the ωB97M-V functional and the def2-TZVPD basis.

Values from the calculation:
HOMO-LUMO gap	11.971	eV
structure (SMILES)	CC[SiH3]
HOMO energy	-10.8395	eV

Structure (ORCA input):
```
! RIJCOSX wB97M-V def2-TZVPD def2/J DEFGRID3
* xyz 0 1
C -1.27 0.03 0.50
C -0.26 -0.34 -0.60
Si 1.43 0.09 0.03
H -1.20 1.03 0.82
H -2.35 0.01 0.30
H -1.06 -0.51 1.49
H -0.18 -1.31 -1.08
H -0.70 0.29 -1.40
H 1.93 1.51 -0.29
H 2.45 -0.58 -0.81
H 1.47 -0.07 1.46
*
```

---

Arrangement b

Here is one molecule with the formula C2H8Si from the Open Molecules 2025 dataset. Energies are from the ωB97M-V functional and the def2-TZVPD basis.

Values from the calculation:
HOMO-LUMO gap	11.901	eV
structure (SMILES)	CC[SiH3]
HOMO energy	-10.7198	eV

Structure (ORCA input):
```
! RIJCOSX wB97M-V def2-TZVPD def2/J DEFGRID3
* xyz 0 1
C 0.49 1.11 -0.75
C 0.49 0.16 0.46
Si -0.82 -1.16 0.42
H -0.39 1.77 -0.82
H 0.57 0.57 -1.69
H 1.31 1.80 -0.69
H 1.44 -0.39 0.49
H 0.39 0.75 1.39
H -0.89 -1.82 -0.90
H -0.47 -2.19 1.34
H -2.11 -0.60 0.76
*
```

---

Which structure is most stable? arrangement b, by 15.9 kcal/mol over the runner-up.

---

Arrangement a

Here is a 9-piece molecular cluster, C36H99N9O9 overall from the Open Molecules 2025 dataset. Energies are from the ωB97M-V functional and the def2-TZVPD basis.

Values from the calculation:
HOMO-LUMO gap	9.576	eV
structure (SMILES)	COC[C@H](C)N.COC[C@H](C)N.COC[C@H](C)N.COC[C@H](C)N.COC[C@H](C)N.COC[C@H](C)N.COC[C@H](C)N.COC[C@H](C)N.COC[C@H](C)N
HOMO energy	-9.1101	eV

Structure (ORCA input):
```
! RIJCOSX wB97M-V def2-TZVPD def2/J DEFGRID3
* xyz 0 1
C 2.51 0.25 0.96
O 1.22 0.10 0.47
C 0.85 -1.21 0.28
C -0.25 -1.36 -0.81
C -0.84 -2.79 -0.79
N 0.23 -1.16 -2.19
H 2.89 1.25 0.73
H 3.25 -0.50 0.68
H 2.28 0.29 2.02
H 1.70 -1.83 0.00
H 0.63 -1.39 1.34
H -1.06 -0.69 -0.53
H -1.44 -2.93 0.11
H -0.06 -3.52 -1.01
H -1.58 -2.92 -1.59
H 1.15 -0.75 -2.14
H -0.36 -0.53 -2.70
C -3.14 1.71 5.44
O -3.13 3.15 5.14
C -2.10 3.62 4.23
C -1.84 5.16 4.33
C -0.61 5.47 3.51
N -1.46 5.53 5.65
H -2.34 1.57 6.16
H -2.99 0.97 4.66
H -4.13 1.49 5.84
H -1.20 3.04 4.45
H -2.39 3.41 3.20
H -2.75 5.68 4.03
H -0.84 4.91 2.61
H 0.33 4.98 3.78
H -0.58 6.52 3.22
H -2.24 5.03 6.05
H -1.64 6.52 5.71
C 5.29 8.44 12.58
O 4.24 7.80 11.98
C 4.54 7.41 10.66
C 4.07 5.90 10.43
C 4.60 5.20 9.19
N 2.61 5.87 10.49
H 5.56 9.37 12.07
H 6.19 7.82 12.55
H 5.07 8.65 13.62
H 4.18 8.17 9.97
H 5.60 7.43 10.42
H 4.20 5.14 11.20
H 4.05 5.57 8.32
H 4.47 4.12 9.15
H 5.61 5.34 8.80
H 2.14 5.92 9.60
H 2.37 6.79 10.82
C -1.22 -7.57 8.53
O -1.15 -6.31 9.24
C -0.08 -5.50 8.74
C 0.00 -4.17 9.52
C 1.08 -3.24 9.04
N 0.33 -4.35 10.99
H -1.46 -7.23 7.52
H -2.07 -8.08 8.98
H -0.32 -8.17 8.46
H 0.77 -6.13 8.98
H -0.12 -5.44 7.65
H -1.01 -3.80 9.35
H 0.82 -2.81 8.07
H 2.07 -3.69 9.00
H 1.27 -2.34 9.62
H 0.32 -3.52 11.57
H -0.42 -4.90 11.39
C 8.81 7.09 -9.01
O 8.02 6.87 -7.83
C 8.93 6.48 -6.78
C 8.18 6.12 -5.44
C 7.22 4.91 -5.40
N 7.48 7.35 -5.04
H 8.19 7.17 -9.90
H 9.45 6.24 -9.26
H 9.40 8.00 -8.91
H 9.65 5.75 -7.14
H 9.59 7.31 -6.55
H 8.73 5.98 -4.51
H 7.69 4.02 -5.83
H 6.42 5.25 -6.06
H 6.73 4.71 -4.45
H 7.97 8.23 -5.11
H 6.71 7.58 -5.66
C 7.58 -3.82 -3.59
O 8.77 -3.45 -2.79
C 8.63 -3.46 -1.38
C 9.92 -3.02 -0.69
C 10.31 -1.56 -1.08
N 10.98 -3.96 -0.97
H 6.73 -4.11 -2.97
H 7.81 -4.68 -4.20
H 7.27 -2.98 -4.21
H 7.76 -2.89 -1.05
H 8.50 -4.49 -1.06
H 9.80 -3.07 0.39
H 9.59 -0.82 -0.74
H 10.24 -1.53 -2.17
H 11.30 -1.26 -0.75
H 11.79 -3.37 -0.84
H 10.92 -4.14 -1.97
C -1.46 -10.94 -1.72
O -0.69 -11.32 -2.79
C -1.36 -11.82 -3.95
C -0.39 -11.72 -5.16
C -0.18 -10.30 -5.67
N -0.74 -12.47 -6.34
H -0.81 -10.65 -0.90
H -2.21 -11.59 -1.27
H -2.11 -10.06 -1.84
H -1.65 -12.86 -3.81
H -2.26 -11.24 -4.18
H 0.47 -12.21 -4.71
H -1.09 -9.70 -5.76
H 0.31 -10.17 -6.64
H 0.38 -9.73 -4.93
H -1.49 -12.02 -6.85
H 0.02 -12.48 -7.01
C -7.55 0.48 -7.19
O -8.72 0.69 -7.93
C -8.47 1.21 -9.24
C -9.74 0.78 -10.13
C -10.45 -0.45 -9.72
N -9.35 0.46 -11.51
H -7.11 1.47 -7.04
H -6.77 -0.05 -7.73
H -7.69 -0.03 -6.24
H -8.33 2.29 -9.28
H -7.53 0.85 -9.66
H -10.49 1.57 -10.09
H -9.84 -1.32 -9.49
H -11.35 -0.74 -10.26
H -10.91 -0.26 -8.75
H -10.14 0.40 -12.15
H -8.78 1.17 -11.94
C -9.01 1.47 -0.65
O -9.53 2.70 -1.16
C -10.77 2.75 -1.63
C -11.04 3.98 -2.53
C -12.41 3.74 -3.13
N -10.07 3.96 -3.64
H -9.35 1.31 0.38
H -7.92 1.52 -0.65
H -9.24 0.61 -1.27
H -11.08 1.88 -2.20
H -11.47 2.84 -0.80
H -10.83 4.93 -2.03
H -12.41 2.94 -3.87
H -12.74 4.58 -3.75
H -13.09 3.36 -2.36
H -10.07 3.03 -4.02
H -9.21 3.99 -3.11
*
```

---

Arrangement b

Here is a 9-piece molecular cluster, C36H99N9O9 overall from the Open Molecules 2025 dataset. Energies are from the ωB97M-V functional and the def2-TZVPD basis.

Values from the calculation:
HOMO-LUMO gap	8.985	eV
structure (SMILES)	COC[C@H](C)N.COC[C@H](C)N.COC[C@H](C)N.COC[C@H](C)N.COC[C@H](C)N.COC[C@H](C)N.COC[C@H](C)N.COC[C@H](C)N.COC[C@H](C)N
HOMO energy	-8.4535	eV

Structure (ORCA input):
```
! RIJCOSX wB97M-V def2-TZVPD def2/J DEFGRID3
* xyz 0 1
C -2.48 1.17 -0.33
O -2.31 -0.09 0.36
C -0.94 -0.38 0.64
C -0.03 -0.74 -0.56
C -0.60 -1.96 -1.36
N 1.31 -1.04 -0.12
H -3.48 1.57 -0.49
H -1.89 1.11 -1.24
H -1.91 1.95 0.18
H -0.58 0.52 1.14
H -0.86 -1.12 1.44
H 0.03 0.11 -1.23
H -0.65 -2.85 -0.73
H -0.05 -2.18 -2.28
H -1.63 -1.77 -1.64
H 1.86 -0.20 -0.13
H 1.72 -1.69 -0.77
C -4.05 -0.51 -3.09
O -3.98 0.83 -3.43
C -5.20 1.58 -3.29
C -4.79 3.09 -3.49
C -4.00 3.73 -2.29
N -5.91 4.03 -3.68
H -4.38 -0.64 -2.06
H -3.09 -1.02 -3.11
H -4.87 -0.92 -3.68
H -5.99 1.17 -3.92
H -5.64 1.44 -2.31
H -4.11 3.14 -4.34
H -4.69 3.56 -1.46
H -3.79 4.79 -2.44
H -3.15 3.09 -2.10
H -6.41 3.74 -4.51
H -6.57 3.93 -2.93
C 1.19 -2.31 3.20
O 0.75 -1.59 4.36
C 1.63 -0.53 4.89
C 2.94 -1.12 5.33
C 2.77 -2.21 6.34
N 3.81 -0.11 5.90
H 1.60 -1.70 2.40
H 0.40 -2.98 2.86
H 2.01 -2.86 3.66
H 1.97 0.24 4.19
H 1.04 -0.07 5.67
H 3.60 -1.47 4.54
H 3.72 -2.46 6.80
H 2.26 -3.09 5.94
H 2.07 -1.96 7.14
H 4.75 -0.47 6.01
H 3.39 0.05 6.80
C 0.92 -5.47 -3.99
O 2.26 -5.95 -4.02
C 3.12 -5.48 -5.11
C 4.45 -6.26 -5.31
C 5.28 -5.75 -6.48
N 4.18 -7.67 -5.34
H 0.86 -4.39 -3.89
H 0.22 -5.82 -3.22
H 0.42 -5.70 -4.93
H 2.59 -5.49 -6.06
H 3.37 -4.46 -4.83
H 5.06 -6.14 -4.42
H 4.62 -5.54 -7.33
H 5.98 -6.48 -6.89
H 5.81 -4.82 -6.30
H 3.35 -7.88 -4.81
H 3.77 -7.99 -6.20
C 5.27 1.63 -2.62
O 4.88 0.43 -3.26
C 3.96 -0.30 -2.54
C 3.33 -1.42 -3.44
C 2.10 -0.92 -4.25
N 2.84 -2.45 -2.50
H 4.41 2.28 -2.58
H 6.09 2.10 -3.17
H 5.67 1.52 -1.61
H 4.43 -0.79 -1.69
H 3.15 0.33 -2.15
H 4.16 -1.79 -4.05
H 1.47 -0.35 -3.57
H 1.42 -1.67 -4.66
H 2.40 -0.30 -5.10
H 3.62 -2.97 -2.12
H 2.30 -3.12 -3.03
C -4.56 2.73 3.34
O -3.37 2.40 3.92
C -2.91 1.05 3.63
C -3.30 -0.02 4.75
C -2.76 0.43 6.16
N -2.74 -1.35 4.55
H -5.31 1.99 3.65
H -4.50 2.78 2.26
H -4.97 3.65 3.75
H -3.33 0.67 2.70
H -1.83 1.05 3.47
H -4.37 -0.20 4.86
H -3.04 1.45 6.45
H -1.67 0.38 6.20
H -3.15 -0.17 6.98
H -2.78 -1.87 5.42
H -1.75 -1.19 4.44
C 1.57 2.39 -0.67
O 2.64 1.67 -0.03
C 2.56 1.71 1.42
C 4.00 1.59 2.00
C 4.64 0.22 1.91
N 4.05 2.01 3.46
H 1.57 2.18 -1.74
H 1.72 3.46 -0.66
H 0.59 2.19 -0.23
H 2.12 2.66 1.73
H 1.99 0.82 1.70
H 4.74 2.27 1.59
H 5.55 0.14 2.52
H 4.86 0.06 0.86
H 3.91 -0.53 2.22
H 3.81 1.25 4.08
H 5.02 2.19 3.68
C -1.32 5.30 0.09
O -0.53 6.42 0.47
C -0.35 7.31 -0.61
C -1.20 8.65 -0.53
C -1.36 9.27 -1.95
N -0.64 9.68 0.39
H -1.48 4.73 1.00
H -0.84 4.67 -0.66
H -2.26 5.65 -0.34
H 0.74 7.39 -0.57
H -0.43 6.94 -1.63
H -2.22 8.48 -0.18
H -0.37 9.39 -2.40
H -1.88 10.23 -2.00
H -1.92 8.63 -2.63
H -0.39 9.19 1.23
H 0.17 10.21 0.10
C -0.62 -5.41 1.55
O -1.95 -5.06 1.47
C -2.27 -3.74 1.83
C -3.79 -3.51 1.67
C -4.39 -3.81 0.35
N -4.18 -2.14 1.92
H -0.06 -4.65 1.00
H -0.48 -6.44 1.20
H -0.23 -5.37 2.56
H -1.97 -3.64 2.87
H -1.69 -2.93 1.39
H -4.31 -4.07 2.44
H -3.98 -3.16 -0.42
H -5.47 -3.61 0.35
H -4.33 -4.86 0.07
H -3.56 -1.49 1.46
H -4.02 -2.05 2.91
*
```

---

Which structure is most stable? arrangement b, by 86.4 kcal/mol over the runner-up.